1.
The molecule C7H5F2NO2 at a distorted geometry, computed with wB97M-V/def2-TZVPD.

As for the SMILES: O=C1C=NC=C[C@H]1OC=C(F)F. The frontier orbital gap comes out at 8.36 eV. The energy above the lowest of the compared OMol25 structures with the same formula, charge and spin comes out at 110.1 kJ/mol. Its net charge is 0. Its maximum force is 4.7 eV Å⁻¹.

XYZ file:
```
17
C7H5F2NO2 wB97M-V/def2-TZVPD
C 2.10343 -0.55137 -0.79362
F 2.64296 -0.57919 1.53572
O 0.86699 -1.16089 -0.59191
H -1.33443 -2.25596 0.19629
C -0.35656 1.02816 -0.55320
N -2.56056 0.93058 0.51061
C -1.44657 -1.16103 0.23862
C 2.85275 -0.29733 0.26242
H 0.08154 -0.07247 1.06787
C -0.11607 -0.32148 0.04800
H 2.35328 -0.10821 -1.71410
O 0.36403 1.54096 -1.38356
C -1.66320 1.57569 -0.10652
H -3.48596 -0.90599 0.84483
F 4.11781 0.07115 0.18557
H -1.85449 2.69345 -0.36429
C -2.56494 -0.42607 0.61728
```

Atomic partial charges in e from the natural (NBO) method, atoms 1 to 5: C -0.053; F -0.306; O -0.495; H 0.238; C 0.475

***

2.
A structure of composition C7H5F5NO6ReTe at a distorted geometry, computed with wB97M-V/def2-TZVPD.

As for the spin multiplicity: 2. The frontier orbital gap (spin up / spin down) comes out at 7.34 / 7.35 eV. The energy above the lowest of the compared OMol25 structures with the same formula, charge and spin comes out at 151.8 kJ/mol. Its net charge is +1. Its maximum force is 5.8 eV Å⁻¹.

XYZ file:
```
26
C7H5F5NO6ReTe wB97M-V/def2-TZVPD
C -0.14652 -2.85518 0.13980
O -0.17912 1.59868 0.89168
Te -0.88301 2.97674 -0.04158
O -2.46201 1.14991 -0.50723
C 2.54728 -0.51789 0.87230
C 2.14447 -2.99811 1.65650
H -3.20111 1.15118 0.12673
F -0.30951 4.20471 1.27728
C 0.17963 -4.06265 0.73373
C -1.25669 -2.53583 -0.87987
F -2.52265 3.18937 0.96721
F 0.52342 3.85048 -0.96891
H -0.42648 -4.94033 0.56605
H -2.83164 1.19554 -1.40854
N 0.58370 -1.75540 0.37571
O -2.15635 -3.26407 -1.14791
O -1.03004 -1.32608 -1.36711
F -2.02819 3.61423 -1.44560
C 1.73865 -1.82771 1.04005
O 1.90826 0.26958 0.06286
F -0.38514 1.68811 -1.67589
H 1.60792 -5.04870 2.00140
Re -0.00386 0.03316 -0.43641
C 1.32333 -4.11697 1.53185
H 3.08038 -3.02615 2.19578
O 3.60289 -0.35115 1.39706
```

Atomic partial charges in e from the Löwdin method, atoms 1 to 5: C -0.119; O -0.581; Te 1.991; O -0.136; C -0.508

***

3.
The molecule C7H5FO3 at a distorted geometry, computed with wB97M-V/def2-TZVPD.

As for the SMILES: O=C(O)c1cc(F)ccc1O. The frontier orbital gap comes out at 8.90 eV. The energy above the lowest of the compared OMol25 structures with the same formula, charge and spin comes out at 19.6 kJ/mol. Its net charge is 0. Its maximum force is 3.7 eV Å⁻¹.

XYZ file:
```
16
C7H5FO3 wB97M-V/def2-TZVPD
F -3.11300 -0.14199 0.82449
C 0.49366 -0.26393 -1.05224
H 2.48448 -0.36733 -0.98097
C 1.74065 0.56506 0.97806
C -0.60568 -0.74554 -1.69179
C 0.37167 0.27898 0.30946
C -1.88039 -0.71319 -1.03057
C -1.93913 -0.09287 0.22144
C -0.82363 0.40550 0.95798
O 1.77900 1.15670 2.14137
H -0.90354 0.84753 1.94301
H 0.95072 1.26546 2.62336
H -2.76531 -0.96067 -1.60664
O 1.75849 -0.39238 -1.59283
H -0.36190 -1.19603 -2.59314
O 2.81392 0.35472 0.54901
```

Atomic partial charges in e from the natural (NBO) method, atoms 1 to 5: F -0.318; C 0.335; H 0.516; C 0.789; C -0.252

***

4.
A structure of composition C7H5LiO3Rb at a distorted geometry, computed with wB97M-V/def2-TZVPD.

The frontier orbital gap (spin up / spin down) comes out at 3.87 / 2.85 eV. The energy above the lowest of the compared OMol25 structures with the same formula, charge and spin comes out at 0.0 kJ/mol. Its net charge is -1. Its maximum force is 4.2 eV Å⁻¹.

XYZ file:
```
17
C7H5LiO3Rb wB97M-V/def2-TZVPD
H -2.26147 2.22960 2.73355
C 1.20041 -2.37828 -2.39892
C -1.50821 3.82275 3.90965
H 0.49209 -0.60502 -3.33550
C -1.44649 2.59328 3.38388
O 4.77888 -2.87823 -3.82888
Li -2.53519 -1.03295 -2.92766
C 2.53898 -2.36258 -2.90938
C 3.67406 -2.55086 -3.37212
C -0.20093 1.76039 3.50218
H -2.41335 4.43239 3.87193
H 0.88548 -3.24425 -1.79210
H -0.58624 4.32298 4.22116
Rb -1.50080 -1.74881 0.80731
O -1.00510 -1.50059 -2.20314
C 0.24139 -1.45797 -2.68415
O -0.35350 0.59815 3.02220
```

Atomic partial charges in e from the natural (NBO) method, atoms 1 to 5: H 0.150; C -0.369; C -0.405; H 0.151; C -0.318

***

5.
A structure of composition C7H5MgO3Rb at a distorted geometry, computed with wB97M-V/def2-TZVPD.

The frontier orbital gap comes out at 4.52 eV. Its net charge is 0. Its maximum force is 4.4 eV Å⁻¹.

XYZ file:
```
17
C7H5MgO3Rb wB97M-V/def2-TZVPD
C -1.47747 -3.67957 0.06222
H -1.46403 -3.44354 1.12666
H -1.98482 -4.58552 -0.27425
C -0.96632 -2.83297 -0.83945
Rb -0.37977 2.85568 -1.77830
O -0.23493 0.61739 0.84374
Mg -1.22118 -4.26376 3.84040
O -0.32315 -0.69253 -1.47865
C -0.44923 -0.66810 0.98928
C 0.80648 -1.49842 1.14416
O 2.77388 -3.29546 3.64290
H -1.26264 -1.00147 1.66714
C 1.97403 -2.77462 2.94932
C 1.00221 -2.33991 2.21852
H 1.69328 -1.04324 0.67645
H -0.83758 -3.14545 -1.87865
C -0.45755 -1.48207 -0.54257
```

Atomic partial charges in e from the natural (NBO) method, atoms 1 to 5: C -0.306; H 0.200; H 0.204; C -0.313; Rb 0.995

***

6.
The molecule C7H5N3O2 at a distorted geometry, computed with wB97M-V/def2-TZVPD.

As for the SMILES: O=C(O)c1cc2ncccn2n1. The frontier orbital gap comes out at 9.10 eV. The energy above the lowest of the compared OMol25 structures with the same formula, charge and spin comes out at 161.6 kJ/mol. Its net charge is 0. Its maximum force is 4.5 eV Å⁻¹.

XYZ file:
```
17
C7H5N3O2 wB97M-V/def2-TZVPD
C 0.51935 0.75765 -0.11972
C -0.82225 1.24383 -0.12833
H 1.32738 -2.54225 0.13817
H 3.72079 0.89117 -0.09528
N 1.76731 1.39014 -0.03518
H 3.56514 -1.49233 0.12252
C 2.74022 0.49664 0.05344
O -3.67142 -1.30312 -0.21310
N -0.86432 -1.01637 0.06026
C 2.64210 -0.92516 0.11899
N 0.38360 -0.59694 -0.03014
C -3.10399 -0.23426 -0.08521
H -1.07967 2.21889 -0.55964
C 1.43588 -1.43473 0.12868
C -1.54635 0.06646 -0.12301
H -3.17098 1.62712 0.37320
O -3.84278 0.85327 0.39434
```

Atomic partial charges in e from the natural (NBO) method, atoms 1 to 5: C 0.310; C -0.392; H 0.246; H 0.195; N -0.381

***

Q: net charge of number 6 (C7H5N3O2)?
A: 0

***

Q: Which value of net charge does entry 3 give?
A: 0

***

Q: Number 4 is which compound?
A: C7H5LiO3Rb